# 1
Below is a 2-piece molecular cluster, FHN2O2S overall at a distorted geometry, with properties calculated with the ωB97M-V functional and the def2-TZVPD basis.

Positions of all 7 atoms, in Å:
N (-1.8835, -0.2275, -0.0175)
N (-2.0698, -0.8208, 0.9120)
O (-1.5513, 0.4453, -0.8794)
O (0.4430, -0.9042, -0.1824)
F (1.2598, 1.0744, 0.9847)
S (1.1946, 0.2628, -0.4738)
H (2.6070, 0.1701, -0.3437)

## Properties
electronic energy = -758.37807 hartree
net charge = 0
gap between HOMO and LUMO (alpha / beta) = 0.2608 / 0.3023 Eh
ΔE to the lowest compared entry with this formula, charge and spin = 0.0 kcal per mole
multiplicity = 3
LUMO level (alpha / beta) = 0.5 / -3.6 eV
expectation value of S² = 2.0084

=====

# 2
Below is a 2-piece molecular cluster, C2H2OS overall at a distorted geometry, with properties calculated with the ωB97M-V functional and the def2-TZVPD basis.

Positions of all 6 atoms, in Å:
C (-1.9832, -1.5771, -1.6922)
C (0.7947, 0.7597, 0.5852)
O (-1.1320, -1.0924, -1.1875)
S (0.9836, -0.2587, 1.8487)
H (1.3130, 0.6483, -0.3028)
H (0.0239, 1.5201, 0.7486)

## Properties
electronic energy = -550.77938 hartree
net charge = 0
gap between HOMO and LUMO = 0.3104 Eh
ΔE to the lowest compared entry with this formula, charge and spin = 5.6 kcal per mole
multiplicity = 1
LUMO level = -0.5 eV

=====

# 3
Below is one molecule with the formula C5H11NO2 at a distorted geometry, with properties calculated with the ωB97M-V functional and the def2-TZVPD basis.

Positions of all 19 atoms, in Å:
C (-0.6299, -2.1111, -1.4117)
C (-0.7120, -0.6248, -1.0785)
C (0.4847, -0.0859, -0.2772)
C (0.4279, -0.4439, 1.2137)
O (0.7209, -1.8327, 1.3015)
N (0.7058, 1.3524, -0.4912)
C (-0.0438, 2.3085, 0.0913)
O (-1.0016, 2.0683, 0.7966)
H (-1.1742, -2.7050, -0.6873)
H (-1.1004, -2.2753, -2.3527)
H (0.3958, -2.4824, -1.3916)
H (-0.6916, -0.0077, -1.9891)
H (-1.6110, -0.2796, -0.5565)
H (1.4070, -0.5633, -0.6023)
H (1.1619, 0.1591, 1.7628)
H (-0.5220, -0.1753, 1.6665)
H (0.4823, -2.1335, 2.1927)
H (1.4912, 1.5382, -1.0860)
H (0.2901, 3.3329, -0.0955)

## Properties
electronic energy = -402.34455 hartree
structure (SMILES) = CC[C@H](CO)NC=O
net charge = 0
gap between HOMO and LUMO = 0.3900 Eh
ΔE to the lowest compared entry with this formula, charge and spin = 21.1 kcal per mole
multiplicity = 1
LUMO level = 0.8 eV

=====

# 4
Below is an isolated ion of composition C6H6Cl2N3O2S and charge +1 at a distorted geometry, with properties calculated with the ωB97M-V functional and the def2-TZVPD basis.

Positions of all 20 atoms, in Å:
C (-0.5199, 1.6501, -1.2091)
C (0.0831, 0.4931, -1.6444)
C (-0.5540, -0.0571, -2.7839)
C (-2.1752, 1.4608, -2.6732)
C (-0.6287, -0.6111, 1.0024)
C (1.1306, -0.2034, -0.8978)
N (-1.6602, 2.0874, -1.6481)
N (-1.5824, 0.4726, -3.3712)
N (-1.5919, -2.3286, -3.8577)
O (-2.3415, -1.8320, -3.2346)
O (-0.7734, -2.0457, -1.3747)
S (0.1275, -1.6918, -0.2430)
Cl (0.1026, -1.2650, -3.8453)
Cl (-3.6881, 1.8992, -3.0802)
H (0.0140, 2.1514, -0.3957)
H (-1.4547, -1.1253, 1.5755)
H (0.1056, -0.2895, 1.6356)
H (-1.0572, 0.2295, 0.6368)
H (1.5584, 0.2398, 0.0173)
H (1.8904, -0.4896, -1.6028)

## Properties
electronic energy = -1865.11112 hartree
net charge = +1
gap between HOMO and LUMO = 0.2755 Eh
ΔE to the lowest compared entry with this formula, charge and spin = 27.3 kcal per mole
multiplicity = 1
LUMO level = -6.0 eV